The following is a quantum chemistry calculation of C54H50N6O9STeV as an isolated structure at a distorted geometry, from the Open Molecules 2025 dataset.

The geometry in XYZ format:
```
122
Properties=species:S:1:pos:R:3:forces:R:3
V 0.776421 1.042498 0.418810 0.6059 1.2053 -1.1704
C 5.895294 5.659585 0.650157 -0.0266 0.0333 0.0034
C 5.015328 4.454928 0.498448 0.0270 -0.0657 0.0479
C 5.497571 3.172225 0.701123 -0.1074 0.0841 -0.1596
C 4.690985 2.040225 0.567537 -0.7466 0.2098 0.0725
C 5.257843 0.709955 0.910071 0.1714 0.1659 0.3346
O 5.982956 0.581955 1.883113 -0.2033 0.0210 -0.3326
C 4.970310 -0.443636 0.020906 0.1501 -0.6074 -0.1853
C 5.364645 -1.714003 0.447223 -0.0341 0.2472 0.0493
C 5.239015 -2.807468 -0.386060 0.0431 -0.0478 -0.1029
C 4.727161 -2.645134 -1.664207 0.0010 0.0185 -0.0393
C 4.306132 -1.393713 -2.086045 0.0274 -0.0312 -0.1695
C 4.433728 -0.294952 -1.256389 0.1189 0.0821 0.1322
C 3.325299 2.215367 0.275898 1.0896 1.5894 0.1271
O 2.444037 1.258238 0.214957 6.7543 -0.3601 -1.0555
C 2.824697 3.536304 0.110463 0.4510 -0.3910 0.0227
C 3.659301 4.626973 0.200670 0.0347 -0.2316 -0.0443
C 1.346662 3.509367 0.049019 -0.0086 0.0511 1.0335
N 0.720788 3.058581 1.100236 0.2190 0.7547 -1.0428
C 1.324860 2.974879 2.414219 0.5113 -0.0672 0.3415
C 0.159915 2.761543 3.357925 -0.0897 0.1593 -0.1876
Te -1.270153 4.265598 2.772454 0.0948 1.1371 1.0304
C 0.239204 5.692930 3.362808 -0.5236 -0.4308 -0.0314
C 0.672721 5.753616 4.679948 -0.0466 0.0193 0.0701
C 1.799322 6.484919 5.015478 0.0330 -0.0422 0.1421
C 2.505628 7.160916 4.036042 0.1142 0.0542 -0.0405
C 2.070681 7.117057 2.721680 0.0814 0.0952 0.0168
C 0.940551 6.389732 2.387911 -0.1366 0.0024 -0.1265
C 0.594795 3.882841 -1.146963 -0.2841 0.0218 -0.4490
C -0.807576 3.938310 -1.121245 0.1307 0.0004 0.1940
C -1.502823 4.375912 -2.231661 -0.0311 0.0021 -0.0664
C -0.827745 4.751859 -3.383539 0.0414 -0.1019 0.0121
C 0.555138 4.668406 -3.427826 0.0131 0.0486 -0.1209
C 1.264712 4.239918 -2.322615 0.0167 -0.0417 0.2519
H 6.922599 5.374268 0.861469 0.0749 0.0141 -0.0206
H 5.540259 6.280619 1.472928 0.0289 0.0824 0.0382
H 5.876221 6.266211 -0.254934 0.0817 0.0664 -0.0210
H 6.537378 3.012491 0.955699 0.0491 0.0670 0.0645
H 5.798446 -1.814712 1.431119 0.0179 0.0229 0.0888
H 5.572584 -3.781326 -0.058096 0.0639 -0.0963 0.0604
H 4.687518 -3.482026 -2.345526 -0.0965 -0.1312 -0.0712
H 3.907233 -1.268817 -3.082336 -0.0165 0.0212 -0.0877
H 4.154826 0.685446 -1.615297 -0.0525 0.0072 0.0140
H 3.254955 5.621395 0.071542 -0.0318 0.1399 0.0234
H 1.839868 3.911908 2.672359 0.0321 -0.2432 -0.1166
H 2.068787 2.159812 2.500639 -0.1540 0.2140 -0.0513
H 0.445413 2.857953 4.403164 -0.1296 0.0669 0.0129
H -0.298591 1.786939 3.194468 -0.0447 -0.0108 0.1146
H 0.130849 5.215491 5.445885 -0.0270 -0.0210 0.0623
H 2.133052 6.512514 6.042649 0.0347 0.0335 0.0929
H 3.396353 7.714158 4.296237 0.0614 0.0596 0.0106
H 2.625090 7.635961 1.953901 0.0408 0.1017 -0.0979
H 0.607781 6.344613 1.358166 0.0109 -0.0292 -0.0797
H -1.342826 3.651947 -0.225213 0.0616 -0.0339 0.0499
H -2.580580 4.426054 -2.199255 -0.1022 -0.0067 0.0285
H -1.375805 5.092781 -4.249751 -0.0466 0.0344 -0.0536
H 1.082063 4.940598 -4.329543 0.0664 0.0405 -0.0882
H 2.343991 4.185277 -2.361385 0.0606 -0.0043 0.0184
O 2.864330 -5.503152 -3.727056 0.1958 0.2591 -0.3981
C 2.129070 -5.954073 -2.630185 -0.4352 -0.1544 0.2275
N 2.136078 -5.023106 -1.525333 0.0566 -0.1351 0.0121
C 1.238197 -3.998051 -1.455940 0.1222 -0.4030 -0.1371
O 0.320376 -3.875174 -2.248669 0.0002 0.1310 -0.0548
C 1.456932 -3.072638 -0.319621 0.3472 -0.0380 1.0704
C 2.075553 -3.482326 0.879052 -0.5150 0.5512 -0.6912
C 2.274099 -2.534328 1.867006 -0.0466 -0.1023 0.1003
C 1.846794 -1.240365 1.656531 -0.1091 -0.0286 -0.2854
N 1.207174 -0.854450 0.528025 0.6938 -2.2443 0.7287
C 1.031828 -1.757968 -0.428438 -0.0417 -0.3109 -0.4935
H 2.395796 -4.764783 -4.138563 -0.0079 -0.1260 0.0608
H 2.600139 -6.886791 -2.311154 -0.1065 0.1452 -0.0106
H 1.076957 -6.130731 -2.887378 0.2426 -0.0320 0.0467
H 2.995532 -4.929996 -1.008042 -0.0115 0.0464 -0.0156
H 2.361549 -4.509295 1.036526 0.0848 -0.1336 0.0031
H 2.754034 -2.795633 2.798328 0.0315 0.0192 0.0441
H 2.011397 -0.473321 2.409071 -0.0272 -0.0508 -0.1029
H 0.540197 -1.424174 -1.334896 -0.0107 -0.0638 0.0816
C -4.480436 -5.594006 -1.074342 0.2123 -0.1027 -0.0255
C -3.121831 -5.713599 -1.754934 -0.2386 0.2463 -0.0699
C -2.802135 -4.505991 -2.629283 0.1985 -0.3773 -0.3385
N -2.738777 -3.310336 -1.811858 0.0117 0.1215 -0.2052
C -2.653383 -2.047147 -2.242946 0.0845 -0.0738 0.6946
S -2.085651 -0.844767 -1.252802 0.1168 0.1759 0.0529
N -3.052269 -1.735265 -3.529504 0.3027 0.0137 -0.4235
C -4.196128 -2.066628 -4.232776 -0.0131 -0.1356 -0.1093
O -4.267677 -1.816977 -5.414924 -0.0528 -0.0172 -0.0079
C -5.319979 -2.660625 -3.464009 -0.5097 -0.0764 0.0377
C -6.144954 -3.585156 -4.102713 0.1904 0.0964 -0.0175
C -7.240726 -4.110323 -3.446015 -0.0506 -0.0771 -0.0342
C -7.541608 -3.696384 -2.157681 0.0237 0.0526 0.0235
C -6.747046 -2.748702 -1.532750 -0.0951 -0.0278 0.0570
C -5.637255 -2.232682 -2.177590 0.0601 0.0096 -0.1368
H -4.657346 -6.454736 -0.434318 -0.0894 -0.0543 0.0874
H -5.279000 -5.541651 -1.810787 -0.1016 0.0445 -0.0560
H -4.522684 -4.695038 -0.463791 -0.1020 0.0622 0.0784
H -3.098267 -6.608155 -2.379845 0.1099 0.0065 0.0096
H -2.341051 -5.817365 -0.997355 0.1209 -0.0763 -0.0131
H -3.568091 -4.387421 -3.395866 0.0688 -0.0897 0.0712
H -1.830030 -4.648430 -3.115848 -0.1365 0.0245 -0.0464
H -2.315208 -3.449336 -0.904246 -0.1140 0.2157 0.0167
H -2.500395 -1.008431 -3.971295 -0.1495 -0.0556 0.1418
H -5.912708 -3.880072 -5.115359 0.0251 -0.0086 -0.0928
H -7.867612 -4.836145 -3.942399 -0.0480 -0.0567 -0.0392
H -8.401201 -4.102424 -1.646010 -0.0803 -0.0291 0.0462
H -6.997992 -2.404157 -0.541030 -0.0100 0.0379 0.0977
H -5.041797 -1.476112 -1.688759 0.0962 0.0695 0.0559
O -2.440677 2.275059 1.419959 -0.2839 -1.2331 -0.2913
C -1.900572 1.164644 1.412880 -1.0857 1.4010 0.2005
O -0.856543 0.902801 0.721339 -7.4754 -1.2655 1.4216
C -2.424537 0.073314 2.292263 0.2035 -0.3711 0.2678
C -1.576429 -0.937172 2.749294 -0.1833 0.2991 -0.1558
C -2.037955 -1.887088 3.644399 0.0430 -0.0089 -0.0083
C -3.353720 -1.869677 4.066438 -0.3464 0.1652 -0.0492
C -4.212828 -0.888690 3.568808 1.6397 -0.1215 -0.3547
C -3.750906 0.097190 2.706244 -0.1947 -0.0329 0.0648
N -5.590422 -0.914147 3.969196 -1.1748 0.0080 0.3485
O -5.950885 -1.844133 4.675934 -0.0278 0.3040 -0.1750
O -6.320864 -0.019171 3.578866 0.2027 -0.2732 0.1059
H -0.547793 -0.952719 2.412329 -0.1254 -0.0384 0.0227
H -1.364627 -2.645761 4.013136 0.0360 -0.0773 0.0727
H -3.730196 -2.590928 4.775779 -0.0164 -0.0411 -0.0556
H -4.418711 0.869603 2.355477 0.0206 0.0583 -0.0042
```
Positions in Å, forces in eV/Å.

Properties
total energy = -127991.4453 eV
energy relative to the best compared isomer or geometry (same formula, charge and spin) = 83.9 kcal per mole
2S+1 = 4
Kohn-Sham gap (spin up / spin down) = 0.202 / 0.231 Ha

Löwdin population analysis, charges in e, atoms 1 to 99: V 0.806; C -0.049; C -0.254; C 0.035; C -0.065; C -0.297; O 0.100; C -0.137; C -0.020; C -0.087; C -0.093; C -0.064; C -0.011; C -0.276; O -0.224; C -0.097; C 0.030; C -0.209; N -0.078; C -0.306; C -0.397; Te 1.440; C -0.529; C -0.153; C -0.090; C -0.094; C -0.099; C -0.160; C -0.144; C -0.008; C -0.059; C -0.077; C -0.080; C -0.017; H 0.076; H 0.077; H 0.081; H 0.126; H 0.119; H 0.105; H 0.097; H 0.109; H 0.121; H 0.126; H 0.117; H 0.124; H 0.058; H 0.035; H 0.093; H 0.101; H 0.099; H 0.097; H 0.093; H 0.063; H 0.109; H 0.103; H 0.102; H 0.114; O -0.026; C -0.254; N 0.095; C -0.433; O 0.071; C -0.095; C 0.005; C -0.035; C -0.100; N -0.042; C -0.061; H 0.096; H 0.132; H 0.129; H 0.119; H 0.118; H 0.118; H 0.128; H 0.089; C -0.093; C -0.226; C -0.187; N 0.022; C -0.835; S 0.789; N 0.107; C -0.430; O 0.104; C -0.165; C -0.025; C -0.079; C -0.081; C -0.068; C -0.024; H 0.073; H 0.063; H 0.068; H 0.112; H 0.106; H 0.108; H 0.109